(1)
This record from the Open Molecules 2025 dataset describes a cluster of 2 separate species, CH2F3NO2S in total. The level of theory is the ωB97M-V functional and the def2-TZVPD basis.

## Properties
2S+1   3
Orbital gap (alpha / beta)   8.38 / 7.48 eV
Total energy   -942.1267 Ha
Total charge   0

Last column: Löwdin charge in e.
Atoms and positions in Å:
S1 0.443 1.456 -0.196  0.89
F1 -1.534 -1.675 0.080  0.10
F2 -2.686 0.143 -0.570  0.10
F3 -2.063 -0.158 1.507  0.13
O1 0.856 1.500 1.207  -0.55
O2 2.025 -0.709 -0.237  -0.11
N1 1.548 0.350 -0.926  -0.36
C1 -1.715 -0.343 0.239  -0.43
H1 1.348 0.157 -1.879  0.08
H2 1.777 -0.721 0.774  0.16

***

(2)
This record from the Open Molecules 2025 dataset describes an isolated molecule of C5H9NO2. The level of theory is the ωB97M-V functional and the def2-TZVPD basis.

## Properties
Orbital gap   8.65 eV
Total energy   -401.0201 Ha
Structure (SMILES)   C/C=C(\O)C/C=N/O
Total charge   0

Last column: Löwdin charge in e.
Atoms and positions in Å:
O1 -2.961 -0.292 -1.717  -0.08
O2 2.305 -0.812 0.484  0.07
N1 -1.602 0.071 -1.682  -0.03
C1 -0.898 -0.684 -0.905  -0.21
C2 1.193 -0.239 -0.033  -0.34
C3 0.440 1.103 1.997  -0.09
C4 0.566 -0.930 -1.209  -0.09
C5 0.312 0.611 0.583  -0.14
H1 -0.193 1.338 -0.044  0.11
H2 -1.379 -1.464 -0.298  0.14
H3 -0.548 1.249 2.437  0.08
H4 0.787 -2.001 -1.208  0.13
H5 2.533 -0.391 1.326  0.11
H6 0.871 -0.443 -2.141  0.12
H7 1.000 0.413 2.627  0.07
H8 0.944 2.070 2.035  0.07
H9 -3.369 0.402 -2.254  0.08